[1]
# C3H5NS2

A 2-piece molecular cluster, C3H5NS2 overall (ωB97M-V/def2-TZVPD, OMol25).

XYZ file:
```
11
Properties=species:S:1:pos:R:3:nbo_charge:R:1
C -1.79006 0.95691 1.27342 -0.75
H 3.57850 -1.74555 -0.42109 0.11
H -1.66218 1.77680 0.54191 0.24
C 3.18488 -0.66756 -0.31982 -0.31
H -0.84392 0.71445 1.75428 0.24
S -2.37732 -0.49129 0.31461 0.13
N 0.97262 -0.94412 -1.13202 -0.29
C -0.10917 -0.65041 -1.30066 0.06
H 3.34888 0.04654 -1.20455 0.11
S -1.71253 -0.21801 -1.59048 0.22
H -2.58971 1.22223 2.08440 0.24
```

For the strongest force on any atom, the calculation gives 2.74 eV Å⁻¹. As for the HOMO energy (alpha / beta): -8.1 / -8.1 eV. The electronic energy comes out at -968.24066 Eh. The multiplicity is 1.

***

[2]
# C2H4O2S3

One molecule with the formula C2H4O2S3 (ωB97M-V/def2-TZVPD, OMol25).

XYZ file:
```
11
Properties=species:S:1:pos:R:3:nbo_charge:R:1
S 3.04185 -0.03523 -0.12684 1.84
S 1.26196 -1.93753 0.01152 -0.04
C 0.10084 -0.57412 0.62203 -0.51
H 0.45667 1.23617 1.68318 0.24
C 0.96104 0.52144 1.13795 -0.59
H -0.41456 -0.13559 -0.14700 0.21
H 1.86841 0.33272 1.81992 0.29
O 3.70368 0.14044 1.12659 -0.90
H -0.55431 -1.12830 1.33198 0.24
S 1.71368 1.48362 -0.19833 0.09
O 3.82229 -0.11547 -1.30525 -0.88
```

For the strongest force on any atom, the calculation gives 3.65 eV Å⁻¹. As for the HOMO energy: -9.6 eV. The electronic energy comes out at -1423.55570 Eh. The multiplicity is 1. The structure (SMILES) is O=S1(=O)SCCS1.

***

[3]
# C6H7Br2FN2S

One molecule with the formula C6H7Br2FN2S (ωB97M-V/def2-TZVPD, OMol25).

XYZ file:
```
19
Properties=species:S:1:pos:R:3:nbo_charge:R:1
H 1.41136 -1.96482 0.06757 0.24
N 0.23042 -0.98390 1.52125 -0.12
H -0.15298 -1.68034 3.13485 0.33
C -0.58722 1.59028 -0.88027 0.14
Br -2.80274 0.41178 0.80184 -0.01
N 0.06058 -2.03670 2.19025 -0.27
C 1.34535 0.20463 -0.27680 -0.24
H 0.25267 1.38905 1.27104 0.28
Br 3.15468 0.26016 0.33977 0.05
S -0.93166 -2.99115 -1.25806 0.25
H 1.18887 2.28054 -0.00165 0.25
F -1.30558 2.71212 -0.57972 -0.35
C -0.36110 -1.65620 -0.66734 -0.07
C 0.52484 1.34273 0.13230 -0.52
C 0.73769 -1.15306 0.19630 -0.32
H -2.19272 0.02991 -1.68634 0.20
H 1.31298 0.11645 -1.45700 0.24
H -0.20600 1.64115 -1.97148 0.19
C -1.67945 0.48734 -0.87651 -0.27
```

For the strongest force on any atom, the calculation gives 4.29 eV Å⁻¹. As for the HOMO energy: -7.8 eV. The electronic energy comes out at -5988.20798 Eh. The multiplicity is 1.

***

[4]
# H21O10

A 10-piece molecular cluster, H21O10 overall (ωB97M-V/def2-TZVPD, OMol25).

XYZ file:
```
31
Properties=species:S:1:pos:R:3:mulliken_spin:R:1
H 0.76266 -0.51690 -0.25730 0.00
H -0.71804 0.04887 -0.31834 0.00
H 3.11175 -0.76874 0.65083 0.00
O 2.51685 -1.36997 0.20266 0.00
O -2.52049 1.88690 0.29131 0.00
O -1.16013 2.29148 2.65034 0.37
O 1.20843 2.70777 1.26641 0.00
H -1.75230 2.17361 1.90759 -0.01
H -2.59988 2.17632 -0.61762 0.00
H 1.52971 0.87736 -3.07124 0.00
H 1.90114 2.76163 0.60801 0.00
H 2.89486 -1.47527 -0.67041 0.00
H -2.29038 -1.23497 -1.65965 0.00
O 0.34850 -2.07263 -3.36039 0.56
O 1.53384 0.02383 -2.63800 0.00
O 0.17709 0.20139 -0.00677 0.00
H 0.37323 -1.12367 3.17582 0.00
H 2.45688 -0.22844 -2.61358 0.00
H 0.84196 -1.30574 -3.06952 -0.02
H 0.18736 0.31800 0.94607 0.00
H -0.95072 -0.48756 2.80920 0.00
H 0.06615 -2.78918 1.16785 0.00
H -0.29181 2.36893 2.25504 -0.01
H -3.40980 1.94572 0.64046 0.00
H -2.68744 0.08281 -1.02900 0.00
O -1.92498 -0.41977 -1.31590 0.00
H 1.67375 2.60324 2.09634 0.00
H -1.44191 -2.75618 1.03923 0.00
O -0.07778 -0.67201 2.46250 0.03
H 0.88010 -2.44799 -4.06234 -0.01
O -0.63871 -2.79888 0.52031 0.09
```

As for the expectation value of S²: 0.7569. For the strongest force on any atom, the calculation gives 2.30 eV Å⁻¹. As for the HOMO energy (alpha / beta): -18.2 / -16.2 eV. The electronic energy comes out at -764.22442 Eh. Its net charge is +2. The multiplicity is 2.

***

[5]
# H4NO2P2

An isolated ion of composition H4NO2P2 and charge -1 (ωB97M-V/def2-TZVPD, OMol25).

XYZ file:
```
9
Properties=species:S:1:pos:R:3:nbo_charge:R:1
N -0.73273 -0.82384 0.37274 -1.25
H -0.97344 -1.23285 -0.56923 0.37
O -2.18718 1.39478 -0.35868 -1.13
P -1.00338 0.87897 0.32555 2.15
P 2.04216 0.95963 -0.00380 -0.17
H 0.36238 -0.99218 0.42970 0.41
H -1.04260 1.03797 1.75288 -0.18
O 0.32431 1.51326 -0.23473 -1.10
H 1.89392 1.09906 1.37462 -0.11
```

For the strongest force on any atom, the calculation gives 2.65 eV Å⁻¹. As for the HOMO energy: -2.3 eV. The electronic energy comes out at -890.42997 Eh. Its net charge is -1. The multiplicity is 1.

***

[6]
# C39H30AsMnN5OS2

C39H30AsMnN5OS2 as an isolated structure (ωB97M-V/def2-TZVPD, OMol25).

XYZ file:
```
79
Properties=species:S:1:pos:R:3:mulliken_spin:R:1
C -3.34662 1.02507 1.32785 0.00
H 0.55507 -1.09335 2.12439 0.00
H 3.58149 2.65372 -0.92731 0.00
N -0.70010 -2.13507 -2.21667 -0.01
C -0.14930 -3.15552 -1.51608 0.01
H 3.97052 -1.98804 -2.59229 0.00
H 5.68811 -0.30726 -3.18280 0.00
N -5.19230 1.80961 -3.93900 0.00
C -1.58802 -3.34312 2.44116 0.01
H 3.56697 1.93161 1.90356 0.00
H -4.28626 2.20147 2.84437 0.00
C -0.59129 -3.28742 -0.10454 -0.01
C -4.46597 1.18761 -3.29605 0.00
H 1.18343 -4.83690 -1.45740 0.00
H 5.48769 2.00786 -2.34659 0.00
N -3.94344 -1.85183 -1.41858 0.02
H -0.80745 -1.15940 -5.41239 0.00
C -0.40524 -2.03696 -3.52323 0.00
C 0.18091 5.47803 1.45993 0.00
H -2.54737 2.32844 -0.17039 0.00
H 1.44197 3.82956 -1.21866 0.00
C 3.89061 -0.97466 -2.21911 0.00
C 0.49226 -2.92373 -4.12794 0.00
H 4.56307 1.10543 3.99670 0.00
N -2.75461 -0.13007 0.99206 -0.03
C -3.88648 -0.83874 -1.98278 -0.01
C 1.99928 -1.08780 3.72729 0.00
C 0.86552 2.91917 0.63579 0.00
H 1.79403 -4.60338 -3.85561 0.00
H 0.70835 -2.79943 -5.17918 0.00
H -3.99957 0.47027 4.61277 0.00
C -3.54989 0.44103 -2.50361 -0.01
H -0.48826 4.55119 3.27761 0.00
C 1.07477 3.99704 -0.21567 0.00
C 0.31136 3.12122 1.89713 0.00
H -3.85031 3.02363 0.80928 0.00
C -3.80973 1.25632 2.62595 0.00
C 1.99062 0.46520 1.88710 0.00
C -0.81119 -4.39658 1.99249 -0.01
C 3.68525 0.61976 3.59062 0.00
H -2.83552 -1.63619 4.01276 0.00
S -1.48863 2.15483 -2.70893 0.00
C -2.57651 -1.05098 1.96184 -0.02
C -3.65019 0.30042 3.60307 0.00
H 0.15093 2.28237 2.56545 0.00
H -4.21092 1.84142 -0.45312 0.00
S 0.52337 1.73056 -2.57014 0.00
C -0.29660 -4.37478 0.70718 0.01
Mn -1.62402 -0.70852 -0.85868 1.07
O -0.12208 0.10995 0.13937 0.02
C 0.74969 -4.05380 -2.05874 0.00
N -1.33672 -2.27611 0.34286 -0.01
H 1.56101 -1.93634 4.23822 0.00
C -3.49693 2.11794 0.32050 0.00
H -0.61836 -0.00526 -4.08554 0.00
H -1.99797 -3.36280 3.43824 0.00
H -2.10781 -0.95020 -4.22366 0.00
H 3.56518 -0.82744 5.16950 0.00
C 0.74470 5.27636 0.20835 0.00
C -1.82544 -2.27528 1.58246 0.01
C 4.74276 1.26914 -2.08173 0.00
C -2.24262 0.73676 -2.15842 -0.05
C 3.12169 1.08247 2.41180 0.00
H 0.90951 6.11579 -0.45431 0.00
C 1.08877 -3.92360 -3.39641 0.00
H 0.30098 -5.19802 0.34848 0.00
C 3.67026 1.63286 -1.27842 0.00
C 4.85384 -0.03098 -2.55160 0.00
As 1.22835 1.07664 0.20108 0.02
H -0.09012 6.47689 1.77609 0.00
H 2.05595 -1.34982 -1.16643 0.00
C -1.02917 -0.97704 -4.36264 0.00
C 2.81931 -0.62017 -1.41599 0.00
H -0.61114 -5.23823 2.64206 0.00
C 1.43313 -0.62149 2.54712 0.00
C 3.12331 -0.46671 4.24975 0.00
C -0.04305 4.39905 2.30290 0.00
C -3.00853 -0.87846 3.26557 0.00
C 2.71172 0.68478 -0.95007 0.00
```

As for the expectation value of S²: 1.1784. For the strongest force on any atom, the calculation gives 0.66 eV Å⁻¹. As for the HOMO energy (alpha / beta): -6.5 / -6.4 eV. The electronic energy comes out at -6036.31478 Eh. The multiplicity is 2.